21
Properties=species:S:1:pos:R:3:forces:R:3:lowdin_charge:R:1 method="wB97M-V/def2-TZVPD" max_force_ha_per_bohr=0.0691 homo_energy_ev="-3.02 / -10.83" s_squared=0.750 charge=0 lumo_energy_ev="0.68 / 0.40" multiplicity=2 homo_lumo_gap_ev="3.70 / 11.23"
C 1.734340 -1.199422 0.004926 -0.7 1.3 -0.9 -0.086
C 0.423007 -0.441387 0.344683 -0.6 -1.4 -3.2 -0.361
C -0.251085 0.089956 -1.099494 2.6 0.2 1.6 -0.361
C 0.706054 1.052567 -1.825552 0.9 1.3 1.9 -0.074
O -1.287587 0.927369 -0.666616 -1.5 -0.3 0.0 -0.095
N 0.251712 0.733111 1.214579 0.4 -0.3 0.7 0.090
H 1.431656 -1.922374 -0.794510 0.2 0.1 0.9 0.096
H 2.434949 -0.556236 -0.528877 0.3 -0.1 0.6 0.050
H 2.159754 -1.666473 0.876022 0.3 -0.3 0.1 0.055
H -0.196065 -1.278852 0.702811 -0.4 0.9 0.2 0.112
H -0.378543 -0.807187 -1.700433 -1.1 0.0 0.1 0.134
H 1.805424 0.911264 -1.671339 -0.9 -0.5 -1.1 0.078
H 0.357048 1.420367 -2.783163 0.3 -0.6 -0.5 0.076
H 0.601808 1.969288 -1.216055 0.0 -0.1 -0.2 0.060
H -2.113501 0.992165 -1.153920 0.2 -0.5 -0.4 0.116
H -0.791610 0.857411 1.138439 0.6 0.6 0.6 0.095
H 0.605704 0.701398 2.232472 -0.4 -0.6 -0.2 0.024
H 0.758174 1.542022 0.825264 -0.2 0.3 -0.1 0.057
H -3.541732 -1.147199 1.806601 0.3 -0.3 0.5 0.030
H -2.092975 -1.302718 2.492192 -0.5 -0.1 0.1 0.014
O -2.616530 -0.875080 1.801972 0.3 0.4 -0.6 -0.110

---

21
Properties=species:S:1:pos:R:3:forces:R:3:lowdin_charge:R:1 method="wB97M-V/def2-TZVPD" max_force_ha_per_bohr=0.0522 homo_energy_ev=-14.09 charge=+1 lumo_energy_ev=-3.21 homo_lumo_gap_ev=10.88
C 2.288592 -0.108362 1.458135 -1.9 -0.4 0.8 -0.081
C 1.714778 -1.168287 0.493420 2.3 0.2 -1.4 -0.192
C 0.760066 -0.685816 -0.597704 1.9 -0.1 0.0 -0.281
C 1.061126 -0.868246 -1.874898 -1.3 1.1 -0.5 0.106
N -0.172987 0.375573 -0.127670 0.6 -0.1 -1.1 0.214
H 2.634214 0.804001 0.976813 0.1 -0.1 -0.3 0.083
H 1.466814 0.158302 2.131594 0.3 0.4 0.3 0.066
H 3.071835 -0.509026 2.096534 0.1 -0.1 -0.2 0.087
H 2.614092 -1.388772 -0.100154 -0.2 -0.2 -0.2 0.109
H 1.554817 -2.171490 0.884229 -0.9 0.3 0.6 0.124
H 1.975747 -1.273887 -2.278127 -0.1 -0.7 0.5 0.090
H 0.400755 -0.452991 -2.631767 0.0 0.0 0.0 0.077
H 0.381947 1.233056 -0.229548 0.2 -0.2 1.2 0.178
H -0.370913 0.082794 0.827065 -0.7 1.1 0.4 0.111
H -1.003639 0.712533 -0.678573 -0.4 -1.4 0.2 0.110
H -3.341399 1.174284 -1.599744 -0.2 0.1 0.0 0.072
H -2.125046 1.758950 -2.370311 -0.4 -0.2 0.2 0.082
O -2.388553 1.116410 -1.690592 0.7 0.3 -0.3 -0.035
H -2.319360 1.118288 2.702741 0.3 0.2 0.3 0.064
H -2.826153 0.146187 1.709592 -0.2 -0.4 -0.2 0.054
O -2.000734 0.511257 2.029337 -0.1 0.1 0.0 -0.036

---

21
Properties=species:S:1:pos:R:3:forces:R:3:lowdin_charge:R:1 method="wB97M-V/def2-TZVPD" max_force_ha_per_bohr=0.1056 homo_energy_ev=-13.87 charge=+1 lumo_energy_ev=-3.25 homo_lumo_gap_ev=10.62
C -1.533881 -0.553258 1.257576 0.3 -0.2 -0.9 -0.072
C -1.251052 -1.261302 -0.121478 1.3 -0.3 1.4 -0.168
C -0.513101 -0.402977 -1.145335 -1.7 1.7 -0.8 -0.276
C -0.956967 0.100346 -2.338577 1.1 -1.3 3.2 0.119
N 0.734417 0.226418 -0.583432 0.4 -1.5 -2.1 0.167
H -2.380782 -1.022334 1.708071 -0.6 -0.4 0.2 0.074
H -1.785252 0.463513 1.090013 -0.5 1.1 -0.2 0.062
H -0.784067 -0.539926 2.038935 0.7 -0.3 -0.2 0.061
H -2.208303 -1.510331 -0.519870 -0.5 -0.3 -0.5 0.101
H -0.719901 -2.228488 0.168267 -0.4 1.1 -1.0 0.140
H -1.942428 -0.046266 -2.699912 -0.6 -0.5 -0.4 0.072
H -0.292228 0.720270 -2.882376 0.4 0.7 -0.6 0.058
H 1.378064 0.359271 -1.485204 -0.7 -1.3 3.0 0.222
H 0.667222 1.218655 -0.305275 -0.6 0.1 0.8 0.071
H 0.899285 -0.414199 0.291212 1.7 1.2 -1.7 0.132
H 2.707623 -1.858286 1.528773 -0.7 0.4 -0.2 0.092
H 1.596336 -1.359924 2.444729 -0.2 0.0 0.8 0.052
O 1.837478 -1.406601 1.528664 0.8 -0.4 -0.7 -0.039
H 0.027093 3.168121 0.554704 -0.4 0.3 0.2 0.042
H 1.391636 3.384551 -0.277723 -2.1 -2.6 3.8 0.210
O 0.891871 2.754551 0.535907 2.4 2.6 -4.1 -0.118

---

21
Properties=species:S:1:pos:R:3:forces:R:3:lowdin_charge:R:1 method="wB97M-V/def2-TZVPD" max_force_ha_per_bohr=0.0635 homo_energy_ev=-15.37 charge=+1 lumo_energy_ev=-4.60 homo_lumo_gap_ev=10.77
C 1.025854 1.903434 -0.818461 0.8 -0.4 -0.7 -0.080
C 1.239448 0.489179 -1.495475 -1.8 0.7 1.3 -0.187
C 1.300327 -0.591629 -0.387919 2.1 1.0 -1.1 -0.174
C -0.257597 -0.967310 1.448840 1.9 -1.5 -0.3 0.166
N 0.010738 -0.648222 0.243647 -1.4 2.7 1.2 0.015
H 1.664746 2.709435 -1.241477 -0.5 -0.7 0.0 0.091
H -0.012973 2.226174 -0.894936 0.1 0.1 0.2 0.069
H 1.336156 1.804024 0.221960 -0.2 0.3 0.2 0.064
H 0.289328 0.203877 -1.987954 0.7 0.4 -0.8 0.112
H 2.091498 0.493892 -2.155290 0.1 -0.4 -0.2 0.112
H 1.555817 -1.511644 -0.889523 0.1 -0.6 0.4 0.132
H 2.067143 -0.241390 0.322893 -0.2 -0.8 0.0 0.141
H -1.197659 -0.873630 1.961276 -0.2 0.4 -0.4 0.114
H 0.598112 -1.430262 1.943312 -0.4 -0.3 0.3 0.136
H -0.579111 0.125821 -0.102181 -0.6 -1.0 -0.3 0.144
H -1.230589 1.798821 2.419123 -0.2 0.1 -0.3 0.073
H -2.527191 1.581154 1.611415 -0.1 0.2 0.1 0.068
O -1.570431 1.484860 1.566000 0.2 -0.1 0.3 -0.048
H -1.460945 -2.677009 -1.233652 -0.4 -0.6 -0.4 0.041
H -2.535766 -3.248202 -0.186368 0.4 0.1 -0.7 0.065
O -1.806906 -2.631375 -0.345230 -0.1 0.3 1.0 -0.052

---

21
Properties=species:S:1:pos:R:3:forces:R:3:lowdin_charge:R:1 method="wB97M-V/def2-TZVPD" max_force_ha_per_bohr=0.0703 homo_energy_ev=-14.16 charge=+1 lumo_energy_ev=-3.34 homo_lumo_gap_ev=10.82
C 1.077509 1.896420 0.979601 2.0 -0.2 1.5 -0.059
C 0.585702 0.492462 0.734868 -0.2 0.6 -0.4 -0.292
C 1.404153 -0.167686 -0.400757 -0.4 1.8 0.4 -0.164
C 1.257786 -1.652385 -0.501345 -1.3 -0.5 -1.3 -0.224
O -0.128677 -2.009018 -0.442780 0.2 0.3 2.6 -0.079
N -0.907161 0.736883 0.279796 0.4 -1.2 -1.0 0.191
H 1.990096 1.979390 1.661070 -1.5 -0.4 -0.5 0.135
H 0.298956 2.545119 1.325575 -0.2 0.5 0.6 0.074
H 1.485762 2.280374 0.091345 0.2 0.8 -1.5 0.069
H 0.567300 -0.075650 1.677003 -0.3 -0.1 -0.6 0.163
H 1.092331 0.367627 -1.378147 0.6 -0.9 1.3 0.155
H 2.457525 0.127662 -0.197205 -0.5 -0.3 -0.3 0.141
H 1.578664 -1.807872 -1.557953 0.7 -1.1 1.1 0.139
H 1.662683 -2.219418 0.387432 0.3 0.6 -1.5 0.156
H -0.695269 -2.085491 -1.181748 -0.1 0.0 -1.7 0.061
H -1.535977 -0.000508 0.699535 0.4 0.9 -0.7 0.156
H -1.140323 1.714392 0.463759 -0.4 -0.4 0.7 0.141
H -0.995162 0.705931 -0.774899 0.3 -0.7 1.4 0.173
H -3.328370 -0.158749 -0.602016 -1.0 0.8 -0.4 0.033
H -3.691052 -1.622633 -0.763861 -2.4 -1.8 -0.9 0.025
O -3.036469 -1.046857 -0.499265 3.2 1.2 1.2 0.007

---

21
Properties=species:S:1:pos:R:3:forces:R:3:lowdin_charge:R:1 method="wB97M-V/def2-TZVPD" max_force_ha_per_bohr=0.0444 homo_energy_ev=-14.90 charge=+1 lumo_energy_ev=-2.93 homo_lumo_gap_ev=11.98
C 0.620623 -0.048310 -1.755996 0.0 1.6 0.6 -0.007
C 0.486695 -0.401148 -0.264807 0.1 -0.9 -1.5 -0.291
C 1.366110 0.447085 0.643451 -0.4 -0.3 0.2 -0.379
C 1.046014 1.916740 0.662137 0.3 1.3 -0.4 -0.031
O 1.170716 -0.075866 1.969737 0.6 -0.1 -0.4 -0.022
N -0.901657 -0.362676 0.309709 0.2 2.2 0.7 0.230
H 0.956805 0.989557 -1.851990 0.0 0.0 0.0 0.082
H -0.280395 -0.063374 -2.367197 0.0 -0.7 0.1 0.093
H 1.430033 -0.649558 -2.141458 -0.1 -0.3 -0.4 0.092
H 0.839242 -1.431260 -0.235995 -0.3 -0.1 0.7 0.153
H 2.374759 0.261358 0.264514 0.1 0.2 0.3 0.166
H 1.532884 2.537251 -0.094462 -0.5 -0.5 -0.6 0.100
H 1.484185 2.386001 1.504247 0.7 -0.1 1.4 0.081
H 0.017040 2.249357 0.819412 -0.3 -0.4 -0.5 0.092
H 2.050232 -0.200315 2.350241 -0.3 0.0 0.3 0.118
H -1.768736 -0.483097 -0.215310 0.2 -1.7 -0.4 0.138
H -1.036527 0.630457 0.533215 0.2 0.2 0.4 0.146
H -0.869843 -0.802978 1.231742 -0.4 -0.4 -0.2 0.169
H -4.185437 -1.885577 -0.403889 0.0 -0.2 0.0 0.060
H -3.086044 -2.943786 -0.663770 -0.2 0.0 0.0 0.058
O -3.246700 -2.069858 -0.293524 0.3 0.4 0.0 -0.047